ORCA calculation (wB97M-V/def2-TZVPD) on a molecular structure, C30H24BIrN11.

**HOMO (spin up / spin down)**: -13.60 / -13.60 eV
**Charge**: +2
**Expectation value of S²**: 0.820
**Relative energy (zero: lowest compared OMol25 entry of this formula, charge and spin)**: 0.0 kcal per mole
**Kohn-Sham gap (spin up / spin down)**: 7.30 / 5.28 eV
**Spin multiplicity**: 2

XYZ file:
```
67
C30H24BIrN11 | OMol25 | wB97M-V/def2-TZVPD
Ir -0.0750 0.6197 0.3842
C -4.2347 -0.6757 -0.5800
C -3.0189 -0.5001 0.0858
N -1.8766 -0.3155 -0.5506
C -1.8453 -0.3156 -1.8988
C -3.0295 -0.4693 -2.6495
C -4.2428 -0.6343 -1.9490
C -2.9639 -0.4336 -4.0621
C -1.7511 -0.2707 -4.6841
C -0.5739 -0.1499 -3.9481
C -0.5744 -0.1678 -2.5489
N 0.4710 -0.0917 -1.6925
C 1.7962 -0.2923 -1.8818
C 2.5249 -0.3111 -3.0762
C 3.8954 -0.5632 -3.0960
C 4.5861 -0.8244 -1.9388
C 3.9040 -0.8293 -0.6996
C 4.5548 -1.0895 0.5245
C 3.8325 -1.0950 1.6882
C 2.4702 -0.7896 1.6295
N 1.8483 -0.5139 0.4977
C 2.5228 -0.5448 -0.6699
H -5.1402 -0.8317 -0.0127
H -2.9805 -0.5036 1.1672
H -5.1655 -0.7288 -2.5070
H -3.8755 -0.5298 -4.6365
H -1.6975 -0.2326 -5.7630
H 0.3334 -0.0034 -4.5035
H 2.0572 -0.0927 -4.0178
H 4.4145 -0.5482 -4.0440
H 5.6496 -1.0219 -1.9579
H 5.6195 -1.2847 0.5248
H 4.2920 -1.3203 2.6391
H 1.8750 -0.7631 2.5328
C 3.1920 3.5272 0.9060
C 2.6321 2.4474 0.2326
N 1.3511 2.3224 0.5752
N 1.0615 3.2986 1.4502
C 2.1589 4.0374 1.6693
B -0.3744 3.5261 1.9840
N -0.7074 2.3619 2.9337
C -1.0799 2.2910 4.2208
C -1.2448 0.9658 4.5719
C -0.9478 0.2624 3.4120
N -0.6276 1.1125 2.4383
N -1.3345 3.4274 0.7725
C -2.2995 4.2826 0.4026
C -2.8291 3.8542 -0.8002
C -2.1185 2.6991 -1.1062
N -1.2271 2.4553 -0.1474
N -0.4541 4.9360 2.5360
C -0.7277 5.5283 3.7332
C -0.6486 6.8845 3.5687
C -0.2984 7.0556 2.2115
N -0.1628 5.8906 1.6180
H 4.2028 3.8864 0.8387
H 3.0911 1.7812 -0.4776
H 2.1573 4.8736 2.3457
H -1.2192 3.1552 4.8383
H -1.5366 0.5787 5.5310
H -0.9536 -0.8023 3.2431
H -2.5676 5.1346 1.0009
H -3.6116 4.3128 -1.3769
H -2.2079 2.0580 -1.9664
H -0.9588 4.9938 4.6343
H -0.7782 7.6467 4.3167
H -0.1137 7.9691 1.6723
```

These are the Löwdin partial charges, in e, on atoms 1 to 4: number 1, Ir, carries 1.44; number 2, C, carries 0.00; number 3, C, carries -0.08; number 4, N, carries -0.03

---

ORCA calculation (wB97M-V/def2-TZVPD) on C3H6BrO2P in the gas phase.

**HOMO**: -9.11 eV
**Relative energy (zero: lowest compared OMol25 entry of this formula, charge and spin)**: 7.2 kcal per mole
**Kohn-Sham gap**: 9.70 eV
**Spin multiplicity**: 1

XYZ file:
```
13
C3H6BrO2P | OMol25 | wB97M-V/def2-TZVPD
C -0.4681 1.1346 -0.0942
C 1.9909 1.1877 -0.2750
C -0.8683 -1.8008 0.2342
O -0.6416 2.0380 0.6550
O 0.6555 0.6914 -0.7332
P -1.5952 -0.2805 -0.7486
Br -3.5903 -0.2670 0.3239
H 2.0572 2.0796 -0.8399
H 2.6826 0.4634 -0.6690
H 1.9011 1.2693 0.7953
H 0.2031 -1.9704 -0.0552
H -1.4618 -2.6651 0.1072
H -0.8651 -1.8801 1.2995
```

These are the Löwdin partial charges, in e, on atoms 1 to 4: number 1, C, carries -0.70; number 2, C, carries 0.03; number 3, C, carries -0.35; number 4, O, carries 0.08

---

ORCA calculation (wB97M-V/def2-TZVPD) on 3 unconnected molecules or ions with the total composition C19H49N6O4P2.

**HOMO**: -1.03 eV
**Charge**: -1
**Kohn-Sham gap**: 2.82 eV
**Spin multiplicity**: 1

XYZ file:
```
80
C19H49N6O4P2 | OMol25 | wB97M-V/def2-TZVPD
C -2.0167 -0.1732 2.5881
C -3.1216 0.8994 2.9324
C -3.5841 1.6921 1.6836
C -4.3891 3.0127 2.0528
C -5.8729 2.9209 1.6570
O -6.1924 3.2803 0.5501
O -6.8633 2.4184 2.4782
C -6.7325 1.0078 2.6953
C -6.8032 0.1461 1.4058
H -1.1370 0.3553 2.1426
H -1.7578 -0.6046 3.5900
H -2.7564 1.6615 3.6756
H -3.9370 0.3437 3.4449
H -2.6863 2.0354 1.1342
H -4.1747 1.0953 0.9644
H -4.2212 3.3171 3.1040
H -3.9707 3.8334 1.4378
H -5.8477 0.7665 3.3186
H -7.6084 0.7162 3.3118
H -6.1658 0.5085 0.5849
H -6.4006 -0.8538 1.6842
H -7.8434 -0.0477 1.0781
O 1.1399 0.7564 1.9453
P 2.5765 0.9362 1.4425
N 3.2535 -0.3583 2.3473
C 4.3917 -0.3452 3.2329
C 2.7726 -1.7028 2.0575
N 2.8008 2.4866 2.1986
C 3.3387 2.6271 3.5337
C 1.6645 3.3918 2.0426
N 4.1100 1.1643 0.6076
C 4.5514 0.0936 -0.2813
C 4.9083 2.3734 0.5212
H 5.2354 0.2321 2.8349
H 4.7790 -1.3524 3.4069
H 4.1232 0.0530 4.2164
H 3.3991 -2.1925 1.2992
H 1.7493 -1.6829 1.6791
H 2.7619 -2.3276 2.9549
H 2.7326 2.0979 4.2822
H 3.3874 3.6820 3.8189
H 4.3698 2.2753 3.5866
H 0.8665 3.1802 2.7628
H 1.2432 3.3143 1.0391
H 1.9906 4.4300 2.1724
H 5.2851 -0.5492 0.2215
H 5.0055 0.4738 -1.1998
H 3.7097 -0.5305 -0.5899
H 5.5724 2.4606 1.3878
H 4.3001 3.2723 0.4491
H 5.5451 2.3775 -0.3702
O 1.6912 -1.9692 -1.7304
P 0.8240 -2.4027 -2.9130
N 1.1841 -1.0719 -3.9373
C 0.2708 -0.1919 -4.6305
C 2.5668 -0.8921 -4.3517
N -0.6774 -2.2309 -2.0724
C -1.4477 -1.0007 -2.0991
C -0.6615 -2.7522 -0.7000
N -0.0314 -3.2128 -4.2125
C 0.7497 -3.6544 -5.3649
C -1.4022 -3.6952 -4.2078
H -0.5671 -0.7251 -5.0921
H 0.7661 0.3423 -5.4453
H -0.1247 0.5734 -3.9581
H 2.7638 -1.3981 -5.3077
H 3.2572 -1.3015 -3.6115
H 2.8191 0.1659 -4.4630
H -0.8774 -0.1466 -1.7121
H -2.3524 -1.1036 -1.4974
H -1.8037 -0.7752 -3.1061
H -0.2172 -2.0449 0.0056
H -0.0966 -3.6866 -0.6481
H -1.6788 -2.9763 -0.3719
H 0.6643 -2.9348 -6.1880
H 0.4339 -4.6320 -5.7345
H 1.8054 -3.7501 -5.1074
H -2.0908 -2.8935 -4.4888
H -1.7003 -4.0972 -3.2434
H -1.5487 -4.5101 -4.9247
```

These are the Löwdin partial charges, in e, on atoms 1 to 4: number 1, C, carries -0.24; number 2, C, carries -0.41; number 3, C, carries -0.21; number 4, C, carries -0.10

---

ORCA calculation (wB97M-V/def2-TZVPD) on a molecular structure, C19H27BCuNO2P.

**HOMO (spin up / spin down)**: -7.24 / -6.95 eV
**Expectation value of S²**: 0.764
**Relative energy (zero: lowest compared OMol25 entry of this formula, charge and spin)**: 26.3 kcal per mole
**Kohn-Sham gap (spin up / spin down)**: 7.62 / 5.44 eV
**Spin multiplicity**: 2

XYZ file:
```
52
C19H27BCuNO2P | OMol25 | wB97M-V/def2-TZVPD
C -1.9768 0.1217 -3.8857
C -1.8523 -0.7519 -2.8099
C -1.1481 -0.3692 -1.6483
C -0.7109 0.9513 -1.5201
C -0.7697 1.7986 -2.6276
C -1.4154 1.3936 -3.8045
C -0.9019 -1.4084 -0.5947
C -0.3528 -2.7408 -1.1755
N 0.9277 -2.6947 -1.8352
Cu -0.2740 1.7204 0.2003
C -0.1559 3.1736 -2.5472
P 0.6695 3.2456 -0.9097
H -2.3031 -1.7461 -2.8596
H -1.4730 2.0931 -4.6381
H -2.5003 -0.1934 -4.7881
H -0.9051 3.9819 -2.5862
H 0.5937 3.3479 -3.3341
H -0.2357 -1.0354 0.1917
H -1.8530 -1.6578 -0.0966
H -0.2213 -3.4432 -0.3371
C 0.5423 4.9650 -0.3982
C 2.4067 2.9960 -1.3424
H -1.0742 -3.1623 -1.8887
C 1.0297 -2.3727 -3.2275
C 2.0899 -2.4462 -1.0289
H -0.5930 1.1635 1.7400
H 1.9314 -2.8673 -3.6265
H 0.1343 -2.7235 -3.7615
H 1.1377 -1.2838 -3.4114
H 2.0852 -3.1190 -0.1551
H 2.9753 -2.6396 -1.6503
H 2.1485 -1.4037 -0.6546
H 2.5873 3.2917 -2.3826
H 3.0237 3.5980 -0.6652
H 2.6577 1.9364 -1.2136
H 0.2001 5.5887 -1.2325
H -0.1807 5.0208 0.4245
H 1.5242 5.3000 -0.0440
H 0.5979 1.4572 2.1774
O 0.2116 -0.8629 2.6997
B -0.0701 0.5335 2.8200
O -0.6726 0.8332 4.0784
C -0.7691 -0.3691 4.6875
C -1.2256 -0.6401 5.9621
C -1.1834 -1.9719 6.3912
C -0.6638 -2.9785 5.5796
C -0.1799 -2.7025 4.2927
C -0.2501 -1.3925 3.8602
H -1.5972 0.1631 6.5938
H -1.5694 -2.2152 7.3807
H -0.6335 -4.0039 5.9459
H 0.2374 -3.4793 3.6554
```

These are the Löwdin partial charges, in e, on atoms 1 to 4: number 1, C, carries -0.08; number 2, C, carries -0.06; number 3, C, carries -0.25; number 4, C, carries -0.16

---

ORCA calculation (wB97M-V/def2-TZVPD) on C6H8S in the gas phase.

**HOMO (spin up / spin down)**: -6.90 / -6.87 eV
**Relative energy (zero: lowest compared OMol25 entry of this formula, charge and spin)**: 123.9 kcal per mole
**Kohn-Sham gap (spin up / spin down)**: 5.79 / 5.73 eV
**Spin multiplicity**: 1

XYZ file:
```
15
C6H8S | OMol25 | wB97M-V/def2-TZVPD
C 0.1754 0.0745 0.7793
C -0.7329 -0.7832 0.7946
C 1.0122 1.1652 1.0110
C 0.2202 1.2674 -1.4960
C 1.0728 0.8088 -0.3631
C -1.3141 -2.1203 0.6077
S -0.4932 -0.2219 -2.1813
H 0.4881 2.0624 1.4106
H 1.9115 1.1401 1.6625
H -0.4058 2.0258 -1.0121
H 0.7697 1.7356 -2.2786
H 1.7590 0.0974 -0.6623
H -0.5618 -2.7787 0.2755
H -2.1460 -2.0521 -0.1288
H -1.7551 -2.4210 1.5809
```

These are the Löwdin partial charges, in e, on atoms 1 to 4: number 1, C, carries -0.17; number 2, C, carries 0.08; number 3, C, carries -0.12; number 4, C, carries -0.67

---

ORCA calculation (wB97M-V/def2-TZVPD) on a molecular structure, C3H5N3.

**HOMO**: -7.34 eV
**Relative energy (zero: lowest compared OMol25 entry of this formula, charge and spin)**: 70.4 kcal per mole
**Kohn-Sham gap**: 8.17 eV
**Spin multiplicity**: 1

XYZ file:
```
11
C3H5N3 | OMol25 | wB97M-V/def2-TZVPD
N -1.2362 1.7632 0.1150
C -0.5540 0.6788 0.0125
C -0.7879 -0.7315 -0.1519
N 0.4885 -1.4253 -0.2777
C 1.4114 -0.5038 -0.0640
N 0.8614 0.7165 0.0744
H -2.2284 1.5559 0.0376
H -0.1169 -1.7293 0.6333
H -1.6654 -1.2165 -0.5550
H 2.4707 -0.7019 0.0233
H 1.3566 1.5937 0.1524
```

These are the Löwdin partial charges, in e, on atoms 1 to 4: number 1, N, carries 0.05; number 2, C, carries -0.47; number 3, C, carries -0.10; number 4, N, carries -0.02

---

no.,electronic energy (eV)
1,-51395.1399
2,-86634.0283
3,-56199.4145
4,-80328.5002
5,-17181.0995
6,-7659.4020